The following is a DFT calculation (wB97M-V/def2-TZVPD) of a cluster of 5 separate species, C34H39N6O9 in total.

Output
HOMO-LUMO gap   8.767 eV
E_tot   -63240.3966 eV
Net charge   +1
HOMO level   -0.423 Eh

Atoms and positions in Å:
O (-2.5583, -3.4048, 1.8763)
O (-3.6996, -7.4168, -2.6645)
O (-2.1469, 0.6527, -1.6661)
O (3.0380, 1.0170, 1.8682)
O (3.0508, -0.9270, 2.8072)
O (0.7030, 7.9420, 4.1461)
O (1.1314, 7.1553, 2.1807)
O (-1.5955, -7.2723, -2.2087)
O (-2.6363, -3.8978, 3.9766)
N (0.2326, 5.2598, -2.1579)
N (-2.6164, -6.8629, -2.7367)
N (-2.6720, -4.2040, 2.7972)
N (0.9741, 7.0327, 3.3896)
N (2.4776, 0.0105, 2.2922)
N (1.9604, 3.9365, -1.2871)
C (2.8980, 2.8050, -1.0595)
C (-3.6791, -5.1128, -4.1125)
C (4.2072, 2.8906, -1.9714)
C (-0.0713, 1.7558, -2.3118)
C (0.8461, 5.9933, -1.0936)
C (-1.6298, 1.6315, -2.6061)
C (1.1222, 5.6868, 3.9521)
C (1.3669, 3.1314, 4.9795)
C (1.0194, -0.0652, 2.1604)
C (1.4520, 4.6362, 3.1078)
C (0.3352, 0.9749, 1.5416)
C (1.9266, 5.1790, -0.5509)
C (-3.0186, -7.3521, 0.8153)
C (5.4064, 2.1143, -1.2345)
C (0.3429, -1.1789, 2.6435)
C (-1.0426, 0.8912, 1.3938)
C (0.9445, 4.0852, -2.1906)
C (-2.8573, -5.6169, 2.4615)
C (-1.3086, -4.9817, -3.6504)
C (0.9216, 5.4768, 5.3101)
C (1.5749, 3.3573, 3.6232)
C (-3.1646, -8.2901, 1.8309)
C (-3.0102, -6.5472, 3.4826)
C (4.0163, 2.1223, -3.3699)
C (-3.1647, -7.8884, 3.1620)
C (1.0434, 4.1899, 5.8228)
C (-1.7264, -0.2236, 1.8679)
C (-2.5337, -5.6224, -3.5142)
C (0.5598, 2.9479, -3.2057)
C (-2.8663, -6.0087, 1.1276)
C (-2.3697, -3.3076, -5.0157)
C (-1.2298, -3.8206, -4.4072)
C (-3.5930, -3.9497, -4.8654)
C (-1.0370, -1.2547, 2.4954)
H (5.1528, 1.0141, -1.3518)
H (-0.2780, -3.3160, -4.5260)
H (0.8711, -1.9894, 3.1307)
H (0.8559, 1.8482, 1.1682)
H (-2.1747, 2.6046, -2.4038)
H (0.0042, 2.0217, -1.2094)
H (-2.7534, -5.2860, 0.3288)
H (0.8833, 4.0115, 6.8794)
H (2.4134, 1.7947, -1.1287)
H (-1.4045, 0.0528, -1.4495)
H (-3.2818, -8.6230, 3.9498)
H (-3.0208, -7.6704, -0.2198)
H (-1.5753, -2.1178, 2.8650)
H (-2.3039, -2.4033, -5.6112)
H (6.3685, 2.2872, -1.7887)
H (4.4727, 3.9811, -2.1298)
H (-4.6365, -5.6073, -4.0044)
H (1.4537, 2.5523, -3.7542)
H (-4.4794, -3.5449, -5.3391)
H (1.4558, 2.1276, 5.3808)
H (-1.7467, 1.2868, -3.6748)
H (1.6132, 4.7982, 2.0513)
H (3.1722, 1.3859, -3.2389)
H (-3.0086, -6.2454, 4.5226)
H (3.2557, 2.9220, 0.0107)
H (-0.1793, 3.2981, -3.9852)
H (-3.2778, -9.3399, 1.5837)
H (0.4943, 0.7934, -2.4405)
H (1.8295, 2.5358, 2.9694)
H (3.7373, 2.8344, -4.1971)
H (5.4387, 2.4227, -0.1554)
H (0.4891, 6.9972, -0.7708)
H (-0.5587, 5.4937, -2.7580)
H (0.6696, 6.2940, 5.9745)
H (-1.5853, 1.6932, 0.9066)
H (-2.8023, -0.2893, 1.7467)
H (4.9619, 1.5997, -3.6911)
H (-0.4148, -5.3731, -3.1808)
H (2.5651, 5.4854, 0.3093)

Atoms 1-3, force components in eV/Å:
O -0.557 -0.761 0.047
O 0.285 0.188 0.032
O 0.637 0.444 -0.762

The following is a DFT calculation (wB97M-V/def2-TZVPD) of a structure of composition C34H39N8O4SW.

Output
HOMO-LUMO gap (spin up / spin down)   6.501 / 6.322 eV
E_tot   -68659.2877 eV
2S+1   3
Net charge   +1
Energy relative to the best compared isomer or geometry (same formula, charge and spin)   0.0 kcal/mol
HOMO level (spin up / spin down)   -0.361 / -0.374 Eh

Atoms and positions in Å:
W (0.8607, -0.5562, -0.2077)
S (-2.0175, 1.3178, -1.1567)
O (0.7205, -2.5599, -0.4810)
O (-0.1157, -4.3009, -1.6216)
O (1.0066, 1.1869, -1.1311)
O (0.8271, 2.4651, -2.9644)
N (2.9419, -0.8471, -1.1097)
N (-3.9483, 2.5221, 0.1947)
N (-4.5062, -3.5601, -1.4557)
N (0.0961, -0.8372, -2.0814)
N (-1.0486, -1.0686, 0.7118)
N (1.9838, -1.2731, 1.3335)
N (1.1712, 1.1779, 1.4772)
N (-2.8584, 3.8094, -1.4024)
C (-0.7891, -1.2468, -4.6999)
C (1.5028, -1.0599, 5.0371)
C (3.8893, 0.2692, -0.9137)
C (2.9007, -1.1134, -2.5588)
C (1.2160, 0.2892, 5.1380)
C (-0.6436, -2.3240, -3.8254)
C (2.3179, 2.1026, 1.3569)
C (4.5092, -4.0418, 1.1719)
C (1.1021, 1.0492, 3.9828)
C (-0.4251, 0.0228, -4.2692)
C (-4.3066, 1.2457, 0.7577)
C (1.7211, -0.8828, 2.6366)
C (-2.9026, -2.5845, 0.2886)
C (-0.0491, 2.0020, 1.4452)
C (-3.9794, 4.6282, -1.8266)
C (-1.2174, -1.3865, 2.0328)
C (0.1270, -3.1205, -1.5032)
C (4.4458, -2.8167, -0.8728)
C (1.7436, -1.6467, 3.8080)
C (3.4565, -1.9983, -0.3616)
C (1.3113, 0.4670, 2.7462)
C (4.9660, -3.8559, -0.1188)
C (-3.0087, 2.6301, -0.7666)
C (2.9624, -2.1854, 0.9530)
C (-1.9746, -1.6377, -0.1127)
C (-2.1386, -2.2935, 2.5057)
C (-1.6683, 4.0509, -2.1877)
C (-0.1851, -2.0852, -2.5463)
C (-2.9818, -2.9698, 1.6313)
C (-4.4508, 3.6512, 0.9480)
C (0.0197, 0.1965, -2.9652)
C (0.6203, 1.4228, -2.3742)
C (-3.7878, -3.1256, -0.6780)
C (3.5322, -3.2203, 1.7037)
H (4.8190, 0.0814, -1.4619)
H (1.8919, -2.7094, 3.7601)
H (-3.8435, 5.6589, -1.4932)
H (2.3285, -2.0183, -2.7723)
H (-0.0593, 2.7460, 2.2481)
H (2.3185, 2.5588, 0.3646)
H (1.0490, 0.7434, 6.1011)
H (-1.5174, 5.1279, -2.2505)
H (2.2374, 2.8987, 2.1053)
H (-3.9949, 0.4487, 0.0893)
H (5.7202, -4.5001, -0.5437)
H (-0.9351, 1.3710, 1.5295)
H (1.5400, -1.6738, 5.9234)
H (4.9208, -4.8359, 1.7748)
H (-2.1897, -2.4706, 3.5679)
H (-3.8419, 4.5326, 0.7733)
H (-4.0221, 4.6234, -2.9186)
H (2.4591, -0.2567, -3.0719)
H (0.8461, 2.0933, 4.0660)
H (-5.4897, 3.8744, 0.6962)
H (-3.8266, 1.0979, 1.7297)
H (4.8214, -2.6636, -1.8712)
H (-0.0754, 2.5364, 0.4941)
H (-1.1409, -1.4064, -5.7046)
H (3.2529, 1.5698, 1.5308)
H (3.2135, -3.4241, 2.7077)
H (-1.7529, 3.6296, -3.1929)
H (-0.6017, -0.8574, 2.7448)
H (-3.6855, -3.7178, 1.9541)
H (3.9048, -1.2405, -2.9771)
H (3.4456, 1.1939, -1.2878)
H (-2.0264, -1.2741, -1.1298)
H (4.1382, 0.3644, 0.1421)
H (-5.3875, 1.2042, 0.8889)
H (-4.9228, 4.2427, -1.4527)
H (-0.4680, 0.8802, -4.9212)
H (-0.8034, 3.5989, -1.7112)
H (-0.8699, -3.3389, -4.1097)
H (-4.4010, 3.4025, 2.0100)

Atoms 1-3, force components in eV/Å:
W 2.003 0.388 2.146
S -0.523 0.201 -0.251
O -0.096 -0.363 -0.270

The following is a DFT calculation (wB97M-V/def2-TZVPD) of a structure of composition C34H40AlBNO13.

Output
HOMO-LUMO gap   3.977 eV
E_tot   -71288.5485 eV
Net charge   -1
Energy relative to the best compared isomer or geometry (same formula, charge and spin)   16.1 kcal/mol
HOMO level   -0.164 Eh

Atoms and positions in Å:
Al (-3.0118, 1.7901, 1.4833)
O (-3.4256, 3.5112, 1.1574)
O (0.1471, 1.6591, -0.6523)
O (2.3144, -2.3612, -0.7251)
O (-2.0223, 1.6122, 2.9817)
O (11.1864, 2.8560, -0.5464)
O (-8.9076, -1.9215, 2.3825)
O (8.7872, 1.2269, -4.9766)
O (5.5445, -4.5298, -2.2487)
O (-9.3160, -2.0723, -2.8932)
O (-1.5589, 2.7643, -1.6376)
O (3.2495, -8.1329, -5.3700)
O (5.4191, 1.4219, -2.7421)
O (-5.5895, 0.1113, 0.7544)
N (-5.3928, 0.5761, 3.1542)
C (3.6327, -5.8143, -2.7121)
C (3.0201, -1.4857, -1.1806)
C (-9.2183, -3.2360, 0.4551)
C (0.3485, 1.1098, 2.8317)
C (11.4048, 2.1937, -2.7919)
C (3.7731, -7.3076, -4.6546)
C (-8.8924, -0.7199, 0.3609)
C (8.5495, 1.8934, -2.7267)
C (4.4181, -1.7806, -1.5911)
C (2.5226, -0.0966, -1.3539)
C (4.7000, 0.5571, -2.2755)
C (-2.8063, 4.4919, 1.9383)
C (5.1621, -6.8439, -4.9072)
C (9.3271, 1.6019, -3.9588)
C (3.0546, -6.7206, -3.4956)
C (-1.0727, 0.5856, 3.0309)
C (5.1953, -0.8300, -2.1015)
C (10.6301, 2.4847, -1.5584)
C (-1.2239, 1.8673, -0.8893)
C (-3.7406, 5.1014, 2.9832)
C (-9.2178, -2.0335, -1.6844)
C (5.7402, -5.9375, -4.1251)
C (-9.3198, -3.2714, -0.8698)
C (9.1602, 2.3029, -1.6159)
C (-2.1451, 0.9717, -0.1925)
C (10.8018, 1.7840, -3.9033)
C (-9.0003, -1.9556, 1.1764)
C (3.3079, 0.8488, -1.8648)
C (0.3748, 2.3397, 5.0970)
C (0.6216, 2.4096, 3.5800)
C (-5.8429, 1.8633, 3.6966)
C (-6.3902, -0.4988, 3.2917)
C (-8.9940, -0.7578, -0.9649)
C (5.0204, -5.3560, -2.9661)
B (-4.8577, 0.7177, 1.8033)
H (-6.3184, -1.2156, 2.4847)
H (1.2969, 2.5137, 5.6473)
H (-9.4802, -4.1919, -1.4168)
H (3.1277, -5.3686, -1.8632)
H (-6.6666, 1.7304, 4.3893)
H (-8.7208, 0.1987, 0.9060)
H (12.4767, 2.3335, -2.7287)
H (0.4589, 2.4121, -0.1435)
H (-0.0567, 1.3961, 5.4078)
H (-6.1957, -1.0435, 4.2199)
H (-8.9153, 0.1303, -1.5783)
H (-2.9664, 0.8038, -0.8863)
H (-1.6959, -0.0010, 0.0035)
H (6.2159, -1.0203, -2.4116)
H (-5.0066, 2.3534, 4.1930)
H (8.6167, 2.5223, -0.7055)
H (7.4718, 1.7552, -2.7813)
H (2.0436, -7.0701, -3.3308)
H (0.4766, 1.3015, 1.7650)
H (-1.9046, 4.1422, 2.4521)
H (6.7500, -5.5840, -4.2905)
H (2.9664, 1.8669, -2.0043)
H (-6.1575, 2.5540, 2.9102)
H (4.7546, -2.8050, -1.4561)
H (-7.3953, -0.0926, 3.3822)
H (-3.4967, 6.1546, 3.1291)
H (1.5020, 0.1063, -1.0512)
H (-3.6652, 4.6162, 3.9532)
H (-2.4802, 5.3040, 1.2760)
H (-9.2899, -4.1254, 1.0684)
H (-1.2776, -0.2350, 2.3378)
H (5.6664, -7.2845, -5.7577)
H (-5.5238, 0.7081, 0.0119)
H (-4.7671, 5.0582, 2.6287)
H (1.6613, 2.6766, 3.3879)
H (11.3464, 1.5648, -4.8132)
H (-0.3019, 3.1398, 5.3828)
H (-1.1128, 0.1553, 4.0399)
H (0.0104, 3.1983, 3.1567)
H (1.0851, 0.3510, 3.1031)

Atoms 1-3, force components in eV/Å:
Al -0.735 0.452 0.349
O 0.603 -0.754 0.660
O -0.172 -0.195 0.404